Entry 1:
16
Properties=species:S:1:pos:R:3:forces:R:3 method="wB97M-V/def2-TZVPD" lumo_energy_ev=0.61 energy_ev=-8865.8993 e_above_lowest_ev=3.313 homo_lumo_gap_ev=8.0
C -0.751154 -0.188712 -0.586355 -0.45 -0.79 -0.04
C 0.496394 -0.259414 0.260884 -0.07 -0.01 0.26
C 1.023849 1.157506 0.515169 0.07 0.11 -0.21
C 0.229384 -0.970647 1.585016 -0.08 -0.23 -0.07
C -0.437927 0.663302 -2.845560 -0.25 1.52 -1.32
O -1.935795 -0.482654 0.039368 0.21 0.31 0.20
N -0.752966 0.042228 -1.827595 0.36 -0.42 1.16
H -2.666516 -0.328029 -0.572369 0.09 0.03 -0.03
H 1.255882 -0.818100 -0.292975 -0.10 0.03 -0.06
H -0.425754 0.104012 -3.781397 0.30 -0.58 0.03
H 0.254156 1.760194 1.009631 0.14 -0.02 -0.09
H 1.899513 1.114647 1.172795 -0.13 0.01 -0.14
H 1.318362 1.643604 -0.424823 -0.14 -0.03 0.25
H -0.514431 -0.423817 2.168824 0.06 -0.09 -0.03
H -0.143714 -1.986201 1.410207 0.06 0.18 0.15
H 1.150718 -1.027919 2.169180 -0.06 -0.01 -0.07

---

Entry 2:
16
Properties=species:S:1:pos:R:3:forces:R:3 method="wB97M-V/def2-TZVPD" lumo_energy_ev=0.74 energy_ev=-8868.2231 e_above_lowest_ev=0.990 homo_lumo_gap_ev=11.5
C 1.139357 -1.102941 0.376357 0.11 -0.05 0.01
C -0.239363 -0.604333 0.743558 0.02 -0.32 -0.20
O -0.225181 0.085422 1.981673 0.03 0.10 -0.05
C -0.875236 0.274595 -0.353230 -0.17 0.12 0.00
C -0.151763 1.601634 -0.588993 0.03 0.08 -0.02
C -0.985537 -0.508964 -1.593045 -0.20 -0.67 -1.14
N -1.056290 -1.134652 -2.567775 0.11 0.80 1.25
H 1.108535 -1.660107 -0.562738 0.08 0.02 0.11
H 1.474265 -1.769657 1.173817 0.16 0.02 -0.13
H 1.850576 -0.274138 0.266799 -0.09 -0.12 0.04
H -0.897565 -1.475678 0.847016 0.04 0.11 0.16
H 0.691371 0.283596 2.213120 -0.23 -0.02 -0.05
H -1.894848 0.491963 -0.021485 0.03 -0.03 -0.01
H -0.826692 2.323851 -1.053317 0.10 -0.08 0.02
H 0.716862 1.487569 -1.244404 -0.07 0.00 0.21
H 0.149511 1.995582 0.385496 0.03 0.04 -0.19